20
Properties=species:S:1:pos:R:3:forces:R:3 method="wB97M-V/def2-TZVPD" total_charge=0 e_above_lowest_kcal_mol=161.4 smiles="CO/C=[N+](/C)[O-].C#CC"
C 0.586 -0.561 1.357 1.1656 -1.3611 1.0039
C 1.436 -1.419 1.410 -0.7880 0.5554 -1.5462
C -0.206 0.654 -0.969 1.6019 -1.4115 -2.0011
C 2.489 -2.425 1.221 -1.3626 0.3613 -0.5703
C -0.190 2.906 -0.314 -2.4674 0.3849 3.0650
C -2.030 -0.963 -0.996 1.4122 -1.9160 1.4201
N -0.951 1.608 -0.530 2.5262 0.7086 -0.9295
O -2.182 1.472 -0.419 -2.4811 1.1341 1.2479
O -0.668 -0.598 -1.310 0.6141 2.4675 0.2830
H -0.192 0.087 1.619 -0.6072 0.6152 -0.0056
H 0.869 0.871 -1.341 -2.0902 -0.6359 1.1125
H 2.128 -3.401 0.883 -0.1700 0.3393 -0.1336
H 2.785 -2.540 2.211 1.5611 -0.6659 1.6553
H 3.267 -2.062 0.564 0.2842 0.0401 0.0272
H -0.832 3.829 -0.395 0.2500 -1.3816 -0.3220
H 0.170 2.941 0.781 0.0331 -0.2417 -1.9546
H 0.474 2.840 -1.105 1.9996 0.6508 -0.8244
H -2.764 -0.293 -1.293 -0.9941 0.8854 -1.1951
H -2.157 -1.007 0.108 0.2087 -0.4918 -0.6563
H -2.030 -1.940 -1.480 -0.6963 -0.0370 0.3238

=====

21
Properties=species:S:1:pos:R:3:forces:R:3 method="wB97M-V/def2-TZVPD" total_charge=0 e_above_lowest_kcal_mol=67.1 smiles="CC1(C)OCN[C@@H]1C(=O)O"
C 0.429 -0.944 -2.080 -1.0464 -0.7153 0.6576
C -0.621 -1.535 1.134 -2.4478 2.4272 1.7393
C -0.620 -0.633 -1.050 -0.8903 3.3398 1.4170
C 0.169 0.521 0.212 -2.7722 -2.6512 -1.6084
C 1.603 0.359 0.108 2.3158 3.5109 -1.2728
C -0.419 1.918 0.092 3.7516 0.7421 3.1968
N -1.162 -1.676 -0.186 0.9438 -0.4436 -1.3275
O 0.628 -2.253 -2.234 -0.1042 0.0558 0.3545
O 0.974 -0.087 -2.679 0.9166 1.0335 -1.2989
O -0.381 -0.128 1.347 -0.0199 0.3172 -0.0564
H -1.315 -1.746 1.993 0.1148 -0.2762 -1.2190
H 0.238 -2.060 1.381 2.0224 -1.2201 -0.3972
H -1.462 -0.060 -1.589 1.3290 -0.7632 0.8702
H 1.962 0.730 -0.891 -0.5834 0.2348 0.8876
H 2.052 -0.573 0.052 0.3082 -2.2614 0.8032
H 2.106 1.035 0.838 -0.1950 -0.7291 -0.1837
H -1.371 1.785 -0.124 -4.6968 -0.2600 -0.7169
H -0.018 2.589 -0.615 0.9316 0.1469 -1.3182
H -0.316 2.546 1.055 -0.2259 -1.3893 -1.0169
H -0.016 -2.519 -1.549 0.0743 -1.4385 0.0315
H -2.153 -1.851 -0.302 0.2736 0.3394 0.4581

=====

22
Properties=species:S:1:pos:R:3:forces:R:3 method="wB97M-V/def2-TZVPD" total_charge=-1 e_above_lowest_kcal_mol=12.4 smiles="C=CCO[P@](C)(=O)/N=C(/C)[O-]"
C -4.078 -0.390 -0.123 -1.6611 1.1830 -0.0124
C -2.902 0.180 0.069 -0.7554 -2.9739 -0.3701
C 2.681 -0.631 0.297 -3.7476 3.8286 -0.4106
C 3.468 -1.688 -0.263 4.1386 -1.1550 0.3897
C 0.667 2.416 0.014 3.4707 -3.2292 0.9194
C -1.739 -0.660 0.429 1.0969 -1.8077 0.0623
N 1.593 -0.412 -0.471 -1.5780 0.4826 -0.3541
O -0.445 0.633 -1.675 -1.1918 -0.0457 -1.4678
O 2.965 0.117 1.241 1.2400 -0.6242 0.8158
O -0.648 0.133 0.790 0.9135 0.8058 0.0066
P 0.302 0.618 -0.420 3.3660 0.0930 0.3014
H -5.021 0.200 -0.248 1.0285 -0.5026 -0.1402
H -4.210 -1.454 -0.092 0.0413 -0.4177 0.0998
H -2.739 1.189 -0.021 0.3280 2.2691 -0.0482
H 3.979 -1.274 -1.197 -0.8131 -0.7846 1.0349
H 2.841 -2.558 -0.480 0.5001 0.1056 -0.0300
H 4.324 -1.849 0.514 -1.3278 -0.4375 -1.4376
H -0.087 3.015 -0.285 -2.2808 1.9978 -1.6567
H 0.653 2.464 1.079 0.3246 0.0236 1.0406
H 1.719 2.685 -0.315 -1.4652 -0.1884 0.1397
H -1.467 -1.590 -0.212 -0.4344 1.9735 0.1553
H -1.856 -1.143 1.369 -1.1930 -0.5960 0.9622

=====

22
Properties=species:S:1:pos:R:3:forces:R:3 method="wB97M-V/def2-TZVPD" total_charge=0 e_above_lowest_kcal_mol=228.4
C -1.917 2.603 0.721 0.3036 -3.8339 0.9692
C -1.568 1.578 -0.043 -0.7292 -1.7261 -2.3964
C -1.624 0.136 0.354 3.2081 -0.0768 2.4240
C 1.950 -1.564 -1.413 0.8767 -0.7705 -0.0762
C -0.474 -0.049 1.923 -2.8249 -1.4252 -2.7773
C 0.929 -0.423 -1.533 0.3175 0.1350 2.6771
N 0.892 0.144 1.676 2.4544 1.9007 -1.4665
O 1.339 1.269 1.714 -0.1061 1.0212 0.4848
O 1.611 -0.779 1.288 -0.9288 -0.6871 0.6582
O -1.459 -1.387 -1.852 -1.2525 0.1516 -1.8040
S -0.720 -0.881 -0.736 0.3960 -1.4281 1.7076
H -1.825 3.584 0.507 -0.1240 2.9364 -0.7959
H -2.190 2.212 1.688 -0.0362 0.9084 0.6472
H -1.508 1.553 -1.167 0.4183 1.1261 0.8936
H 2.329 -1.858 -0.418 -0.4376 0.7198 -0.3880
H 1.532 -2.546 -1.819 0.5647 1.4935 -0.0637
H 2.851 -1.185 -1.977 -0.8823 -0.8604 0.2348
H -0.982 0.623 2.552 0.1855 0.9170 0.8000
H -0.445 -1.049 2.249 -1.0893 -1.2944 0.4600
H 0.594 -0.522 -2.519 -0.5871 0.7659 -1.6323
H 1.242 0.634 -1.198 -0.3621 -1.8023 -0.5081
H -0.558 -2.092 0.003 0.6353 1.8293 -0.0483

=====

23
Properties=species:S:1:pos:R:3:forces:R:3 method="wB97M-V/def2-TZVPD" total_charge=0 e_above_lowest_kcal_mol=57.0
N -0.459 3.865 0.769 0.2334 0.8026 0.5452
O -1.596 4.170 0.956 1.8905 -0.5879 -0.5845
O 0.602 4.355 1.073 -2.3954 -1.5701 -1.0791
C -1.879 0.680 -0.869 -0.3276 0.1390 -0.3307
C -0.443 1.183 -0.601 -0.4038 -1.4234 -2.8755
C 0.456 -0.144 -0.598 -0.4221 0.8086 0.3182
C 1.939 0.126 -0.594 0.5448 -0.1413 0.3877
O 0.002 -0.994 0.504 0.9886 -0.7939 -0.8300
C 0.433 -2.291 0.404 0.5960 -0.2669 -1.2377
O 1.120 -2.725 -0.515 -1.0618 0.9486 1.1329
C -0.020 -3.177 1.521 -0.0019 -0.0105 0.0825
O -0.320 2.072 0.404 1.0520 0.3253 2.9937
H -1.862 0.003 -1.763 -0.1585 0.6019 0.7458
H -2.276 0.101 -0.005 0.3538 0.4741 -0.5297
H -2.562 1.526 -1.079 0.3197 -0.4659 0.1259
H 0.038 1.547 -1.526 -0.6076 0.5446 -0.1531
H 0.210 -0.613 -1.582 -0.0550 0.1015 0.9448
H 2.223 0.700 -1.486 -0.2364 0.0793 0.2625
H 2.247 0.677 0.313 -0.0618 -0.2825 -0.4174
H 2.475 -0.829 -0.690 -0.1030 0.3884 0.2991
H -0.701 -2.670 2.187 -0.1657 0.0988 0.1911
H -0.496 -4.070 1.100 0.1603 0.2329 0.0644
H 0.869 -3.493 2.076 -0.1384 -0.0031 -0.0562

=====

20
Properties=species:S:1:pos:R:3:forces:R:3 method="wB97M-V/def2-TZVPD" total_charge=0 e_above_lowest_kcal_mol=96.9
C 0.475 -0.060 0.111 1.2465 -1.7417 0.9818
C -0.829 0.231 0.179 0.3213 1.2911 -1.0627
C 1.078 1.838 -0.948 -0.3964 1.8758 0.4335
C -2.478 -1.357 -0.633 1.1018 -2.5296 0.1251
C 2.628 0.764 0.706 1.6564 -0.3689 0.1118
C -1.814 -0.758 0.583 0.5287 -0.9423 2.9585
N 1.491 0.841 -0.109 -2.7928 0.5533 -3.7918
O -2.464 2.062 0.811 -0.4040 0.2737 0.0747
S -1.470 1.746 -0.252 0.6319 0.8617 -0.1517
H 0.754 -1.073 0.448 0.2520 0.5833 -0.2677
H 1.523 2.906 -0.987 -0.3329 -2.2405 0.3754
H 0.276 1.667 -1.714 1.4333 -0.3659 0.7460
H -2.151 -0.750 -1.445 0.1947 -0.0225 -1.0274
H -3.527 -1.226 -0.585 -1.2055 -0.4714 0.0140
H -2.130 -2.501 -0.798 -1.0912 2.7254 0.2800
H 2.274 0.186 1.496 0.0607 -1.0868 1.7042
H 3.610 0.345 0.379 -1.0096 0.2868 -0.6436
H 2.773 1.718 1.095 0.6845 1.7715 0.7464
H -1.240 -1.503 1.195 -0.6578 0.1968 -0.5537
H -2.421 -0.233 1.367 -0.2218 -0.6500 -1.0529